ORCA calculation (ωB97M-V with the def2-TZVPD basis set) on the molecule C18H17NO2.

Properties
Energy above the lowest of the compared OMol25 structures with the same formula, charge and spin   19.47 kJ/mol
Frontier orbital gap   9.09 eV
SMILES   C[C@@H](Cc1ccccc1)NC(=O)c1cc2ccccc2o1
HOMO level   -8.648 eV
Net charge   0
LUMO energy   0.4 eV

Element x y z (Å)
C 1.10 -3.35 -0.96
H 2.12 -3.33 -0.57
H 0.41 -3.43 -0.13
C 0.82 -2.08 -1.77
N 1.04 -0.92 -0.93
C 1.65 0.20 -1.37
O 2.18 0.31 -2.46
C 1.61 1.31 -0.39
C 2.15 2.56 -0.48
C 1.80 3.24 0.72
C 2.03 4.51 1.24
C 1.51 4.81 2.47
C 0.76 3.88 3.19
C 0.51 2.61 2.70
C 1.04 2.31 1.46
O 0.93 1.14 0.78
H -0.07 1.89 3.25
H 0.36 4.16 4.16
H 1.67 5.79 2.90
H 2.61 5.23 0.68
H 2.73 2.93 -1.31
H 0.56 -0.90 -0.05
H 1.53 -2.00 -2.60
C -0.61 -2.06 -2.35
C -1.65 -1.97 -1.27
C -2.00 -0.73 -0.74
C -2.91 -0.63 0.29
C -3.49 -1.78 0.82
C -3.16 -3.01 0.29
C -2.24 -3.11 -0.74
H -1.99 -4.08 -1.15
H -3.61 -3.91 0.69
H -4.20 -1.70 1.63
H -3.17 0.34 0.69
H -1.56 0.17 -1.16
H -0.75 -2.97 -2.94
H -0.69 -1.20 -3.01
H 0.99 -4.22 -1.60



ORCA calculation (ωB97M-V with the def2-TZVPD basis set) on the molecule C18H17NO5.

Properties
Energy above the lowest of the compared OMol25 structures with the same formula, charge and spin   223.78 kJ/mol
Frontier orbital gap   7.83 eV
SMILES   COc1ccc(N/C=C/C(=O)c2ccc3c(c2)OCO3)cc1OC
HOMO level   -7.462 eV
Net charge   0
LUMO energy   0.4 eV

Element x y z (Å)
C 7.31 1.46 0.65
H 8.29 1.05 0.86
O 6.42 0.38 0.75
C 5.09 0.61 0.54
C 4.53 1.84 0.22
C 3.17 1.96 0.03
C 2.33 0.86 0.15
C 2.88 -0.38 0.47
C 4.25 -0.51 0.67
O 4.87 -1.68 0.98
C 4.09 -2.84 1.12
H 4.80 -3.64 1.37
H 3.36 -2.75 1.93
H 3.58 -3.10 0.19
H 2.24 -1.24 0.57
N 0.97 1.04 -0.05
C -0.02 0.13 0.03
C -1.33 0.39 -0.18
C -2.30 -0.69 -0.09
O -1.98 -1.85 0.11
C -3.73 -0.33 -0.30
C -4.25 0.90 0.10
C -5.60 1.21 -0.08
C -6.39 0.26 -0.67
C -5.88 -0.98 -1.06
C -4.56 -1.30 -0.87
H -4.15 -2.26 -1.16
O -6.88 -1.74 -1.60
C -8.05 -0.94 -1.54
O -7.73 0.31 -0.96
H -8.81 -1.45 -0.93
H -8.44 -0.78 -2.55
H -6.01 2.16 0.24
H -3.62 1.63 0.58
H -1.67 1.38 -0.45
H 0.25 -0.88 0.28
H 0.69 1.99 -0.29
H 2.75 2.93 -0.22
H 5.15 2.71 0.12
H 7.08 2.25 1.38
H 7.30 1.89 -0.36



ORCA calculation (ωB97M-V with the def2-TZVPD basis set) on the molecule C18H17NO5.

Properties
Energy above the lowest of the compared OMol25 structures with the same formula, charge and spin   217.37 kJ/mol
Frontier orbital gap   7.78 eV
SMILES   COc1ccc(N/C=C\C(=O)c2ccc3c(c2)OCO3)cc1OC
HOMO level   -7.481 eV
Net charge   0
LUMO energy   0.3 eV

Element x y z (Å)
C 6.70 0.10 -2.04
H 7.67 -0.36 -2.17
O 5.88 -0.90 -1.49
C 4.57 -0.60 -1.20
C 4.01 0.65 -1.44
C 2.68 0.94 -1.15
C 1.87 -0.05 -0.60
C 2.42 -1.30 -0.36
C 3.75 -1.60 -0.65
O 4.10 -2.88 -0.34
C 5.41 -3.36 -0.54
H 5.38 -4.40 -0.20
H 5.69 -3.33 -1.60
H 6.14 -2.80 0.04
H 1.82 -2.09 0.06
N 0.54 0.14 -0.28
C -0.22 1.23 -0.43
C -1.53 1.27 -0.05
C -2.20 0.14 0.52
O -1.66 -0.96 0.68
C -3.64 0.31 0.89
C -4.45 -0.82 0.85
C -5.80 -0.78 1.18
C -6.30 0.44 1.57
C -5.49 1.57 1.64
C -4.16 1.54 1.30
H -3.55 2.43 1.38
O -6.24 2.64 2.07
C -7.54 2.14 2.27
O -7.57 0.76 1.96
H -8.25 2.68 1.63
H -7.83 2.28 3.33
H -6.42 -1.66 1.14
H -4.00 -1.76 0.55
H -2.09 2.18 -0.22
H 0.24 2.11 -0.87
H 0.02 -0.65 0.13
H 2.31 1.93 -1.36
H 4.61 1.44 -1.86
H 6.32 0.44 -3.01
H 6.79 0.96 -1.36



ORCA calculation (ωB97M-V with the def2-TZVPD basis set) on a structure of composition C18H18BN6O4Ti.

Properties
Energy above the lowest of the compared OMol25 structures with the same formula, charge and spin   49.89 kJ/mol
Frontier orbital gap   5.56 eV
HOMO level   -11.139 eV
Net charge   +1
LUMO energy   -5.6 eV

Element x y z (Å)
Ti 0.30 -1.40 -1.03
C 4.14 1.45 2.54
C 2.69 1.72 2.69
C 1.78 0.67 2.78
C 0.40 1.00 2.83
C -0.03 2.33 2.76
C 0.86 3.35 2.56
C 2.21 3.04 2.56
H 4.45 1.03 1.58
H 4.54 0.75 3.28
H 4.74 2.37 2.71
H 2.14 -0.28 2.97
H -0.36 0.23 2.61
H -1.04 2.60 2.96
H 0.60 4.36 2.63
H 2.98 3.82 2.33
C -2.05 -3.10 -4.04
C -0.82 -2.90 -3.42
N -0.87 -1.85 -2.61
N -2.16 -1.31 -2.72
C -2.88 -2.11 -3.47
B -2.61 -0.14 -1.81
N -1.52 0.93 -1.68
C -1.49 2.24 -1.91
C -0.21 2.74 -1.75
C 0.58 1.63 -1.42
N -0.23 0.50 -1.42
N -2.71 -0.78 -0.37
C -3.64 -0.95 0.56
C -3.06 -1.81 1.57
C -1.76 -2.07 1.17
N -1.50 -1.32 0.02
H -2.36 -3.73 -4.90
H 0.07 -3.49 -3.49
H -3.95 -1.93 -3.49
H -3.67 0.23 -2.27
H -2.42 2.72 -2.18
H 0.06 3.69 -2.12
H 1.66 1.53 -1.32
H -4.57 -0.42 0.57
H -3.61 -2.38 2.30
H -0.92 -2.62 1.61
O 4.16 -0.58 -0.36
C 3.07 -1.18 -0.47
O 2.08 -0.74 -1.32
C 2.48 -2.35 0.48
O 3.29 -2.91 1.19
O 1.16 -2.54 0.35



ORCA calculation (ωB97M-V with the def2-TZVPD basis set) on a structure of composition C18H18CeClO.

Properties
Energy above the lowest of the compared OMol25 structures with the same formula, charge and spin   0.00 kJ/mol
Frontier orbital gap (spin up / spin down)   7.25 / 7.24 eV
HOMO level (spin up / spin down)   -12.153 / -12.154 eV
Net charge   +1
LUMO energy (spin up / spin down)   -4.9 / -4.9 eV

Element x y z (Å)
C 1.24 0.15 2.03
C 1.78 1.39 1.60
C 0.71 2.32 1.35
H 2.85 1.57 1.49
C -0.52 1.63 1.67
C -0.18 0.29 2.07
H -0.91 -0.47 2.37
H 1.84 -0.71 2.32
H 0.79 3.33 0.92
H -1.53 1.99 1.48
C -0.39 -1.26 -2.31
C 0.58 -1.97 -1.53
C 0.09 -2.11 -0.20
H 1.45 -2.49 -1.93
C -1.23 -1.56 -0.16
C -1.54 -1.02 -1.46
H -2.49 -0.54 -1.74
H -0.25 -1.01 -3.37
H 0.59 -2.69 0.60
H -1.98 -1.65 0.63
Ce 0.09 0.79 -0.56
O -2.23 2.09 -0.81
C -1.93 3.40 -1.35
C -3.15 3.42 -0.49
H -0.98 3.84 -0.98
H -2.14 3.46 -2.41
H -3.03 3.78 0.54
H -5.34 4.86 0.49
C -5.51 4.41 -0.48
C -4.49 3.58 -1.07
C -4.80 3.08 -2.34
H -4.07 2.47 -2.88
C -6.03 3.34 -2.98
H -6.26 2.91 -3.95
C -7.01 4.11 -2.37
H -7.97 4.32 -2.85
C -6.72 4.68 -1.13
H -7.46 5.33 -0.65
Cl 2.37 0.91 -1.75



ORCA calculation (ωB97M-V with the def2-TZVPD basis set) on a cluster of 2 separate species, C18H18Cl2O4S in total.

Properties
Energy above the lowest of the compared OMol25 structures with the same formula, charge and spin   382.81 kJ/mol
Frontier orbital gap   8.68 eV
SMILES   O=C(C[C@@H]1CCCOS1(=O)=O)c1ccccc1.Clc1ccccc1Cl
HOMO level   -9.006 eV
Net charge   0
LUMO energy   -0.3 eV

Element x y z (Å)
O 1.87 4.20 0.58
C 1.50 3.31 -0.21
C 0.04 3.46 -0.88
C -0.83 2.12 -0.85
C -1.87 2.08 -2.09
C -2.51 0.59 -2.07
C -3.37 0.33 -0.73
O -3.40 1.45 0.19
S -1.83 1.87 0.69
O -1.26 0.67 1.42
O -1.97 3.08 1.55
C 2.37 2.00 -0.56
C 3.20 1.38 0.59
C 4.03 0.10 0.34
C 4.05 -0.54 -1.06
C 3.24 0.09 -2.24
C 2.40 1.35 -1.96
H -0.52 4.36 -0.47
H 0.24 3.69 -1.99
H -0.18 1.18 -0.97
H -2.72 2.84 -1.91
H -1.35 2.28 -3.08
H -3.08 0.35 -3.04
H -1.61 -0.13 -2.05
H -2.95 -0.64 -0.26
H -4.46 0.16 -1.06
H 3.20 1.85 1.62
H 4.63 -0.37 1.19
H 4.66 -1.48 -1.23
H 3.29 -0.39 -3.27
H 1.77 1.81 -2.81
Cl 2.42 -3.98 2.77
C 0.74 -3.75 2.45
C 0.22 -2.52 2.06
Cl 1.22 -1.13 1.84
C -1.15 -2.39 1.82
C -1.99 -3.49 1.98
C -1.47 -4.72 2.37
C -0.11 -4.85 2.61
H -1.56 -1.44 1.52
H -3.06 -3.38 1.79
H -2.13 -5.57 2.49
H 0.29 -5.81 2.91



ORCA calculation (ωB97M-V with the def2-TZVPD basis set) on a cluster of 11 separate species, C18H18Cl40N3O2 in total.

Properties
Frontier orbital gap   7.28 eV
HOMO level   -11.913 eV
Net charge   +1
LUMO energy   -4.6 eV

Element x y z (Å)
C 6.61 0.54 5.55
C 7.01 -0.79 4.90
O 7.00 -0.71 3.49
C 5.96 -1.41 2.84
C 5.16 -0.42 2.00
O 4.64 0.58 2.85
C 3.24 0.72 2.85
C 2.48 -0.02 4.01
C 1.34 -0.90 3.44
N 1.25 -1.89 4.55
C 2.59 -2.12 4.78
N 3.16 -3.30 4.76
N 3.22 -0.86 4.97
H 7.39 0.88 6.23
H 6.39 1.29 4.79
H 5.70 0.44 6.16
H 6.43 -1.63 5.29
H 8.05 -0.97 5.19
H 6.38 -2.19 2.20
H 5.26 -1.88 3.53
H 4.39 -0.98 1.47
H 5.82 0.00 1.23
H 2.79 0.40 1.90
H 3.04 1.78 2.97
H 2.00 0.76 4.59
H 1.72 -1.44 2.57
H 0.44 -0.33 3.23
H 0.88 -2.81 4.30
H 2.93 -3.91 3.99
H 3.74 -3.65 5.50
H 3.02 -0.58 5.93
C -0.89 -4.71 -0.50
Cl -2.53 -5.22 -0.91
Cl -0.33 -5.67 0.89
Cl 0.18 -5.00 -1.87
Cl -0.90 -2.99 -0.08
C -3.29 0.24 0.38
Cl -3.51 -0.90 -0.95
Cl -4.37 -0.19 1.71
Cl -1.61 0.11 0.95
Cl -3.67 1.87 -0.18
C -1.13 -1.53 -4.11
Cl -1.93 0.04 -4.04
Cl -2.31 -2.81 -3.80
Cl -0.42 -1.76 -5.71
Cl 0.14 -1.59 -2.88
C 2.98 4.67 5.23
Cl 3.28 2.93 5.27
Cl 2.23 5.20 6.74
Cl 4.51 5.51 5.00
Cl 1.90 5.00 3.87
C -6.77 4.36 -2.01
Cl -7.84 5.78 -2.09
Cl -7.70 2.92 -1.58
Cl -6.01 4.11 -3.58
Cl -5.53 4.64 -0.78
C -3.24 5.34 2.83
Cl -3.24 4.10 1.55
Cl -4.29 4.78 4.13
Cl -1.61 5.63 3.46
Cl -3.86 6.86 2.18
C -2.19 -3.75 -9.07
Cl -1.06 -2.46 -9.51
Cl -1.55 -5.30 -9.61
Cl -2.41 -3.76 -7.32
Cl -3.75 -3.45 -9.86
C -0.49 3.52 -6.20
Cl -0.74 4.32 -7.75
Cl 0.03 1.85 -6.47
Cl 0.75 4.38 -5.28
Cl -2.01 3.52 -5.28
C -1.13 -7.89 -13.10
Cl 0.22 -8.08 -11.96
Cl -0.50 -7.46 -14.69
Cl -2.02 -9.41 -13.20
Cl -2.20 -6.62 -12.52
C -9.85 4.87 2.19
Cl -10.85 6.25 2.63
Cl -10.85 3.41 2.12
Cl -9.11 5.15 0.61
Cl -8.58 4.65 3.40



ORCA calculation (ωB97M-V with the def2-TZVPD basis set) on a structure of composition C18H18ClF6N6O7S5.

Properties
Frontier orbital gap   8.34 eV
HOMO level   -6.683 eV
Net charge   -1
LUMO energy   1.7 eV

Element x y z (Å)
N -2.05 2.55 2.39
C -1.38 1.23 2.35
C -0.72 0.82 1.03
C 0.56 -0.01 1.34
C 0.83 -1.16 0.68
C 1.98 -1.85 0.97
C 2.80 -1.28 1.90
C 2.43 -0.11 2.47
N 1.32 0.57 2.25
C -1.87 0.15 0.21
S -2.43 -1.56 0.55
C -3.16 1.04 0.06
C -4.37 0.71 0.96
S -5.66 -0.24 0.07
C -7.10 0.64 0.53
N -7.60 1.71 0.07
N -8.72 1.97 0.82
C -8.81 1.06 1.68
O -7.82 0.16 1.56
N -1.31 0.14 -1.16
C -0.94 1.47 -1.37
O -1.15 2.16 -2.33
C -0.22 1.84 -0.06
S 1.54 1.54 -0.65
C -0.29 3.38 0.11
C 0.40 3.96 1.33
O 1.51 3.71 1.70
Cl -0.52 5.23 2.29
H -3.05 2.42 2.44
H -1.82 3.00 3.27
H -0.73 1.15 3.21
H -2.15 0.48 2.55
H 0.18 -1.55 -0.08
H 2.26 -2.77 0.48
H 3.73 -1.74 2.17
H 3.11 0.33 3.19
H -2.38 -1.66 1.89
H -2.95 2.09 0.23
H -3.51 0.98 -0.96
H -4.85 1.65 1.20
H -4.12 0.26 1.92
H -9.58 0.99 2.41
H -1.94 -0.28 -1.83
H 1.84 2.65 -1.34
H -1.34 3.67 0.18
H 0.09 3.89 -0.76
C 6.75 -5.01 -3.58
F 6.96 -6.33 -3.57
F 7.86 -4.42 -3.12
F 6.61 -4.64 -4.86
S 5.28 -4.58 -2.57
O 5.61 -5.02 -1.24
O 4.19 -5.26 -3.21
N 5.35 -3.01 -2.82
S 4.24 -2.12 -2.13
O 4.32 -2.02 -0.69
O 2.92 -2.25 -2.67
C 4.85 -0.50 -2.74
F 4.85 -0.44 -4.08
F 6.10 -0.25 -2.34
F 4.07 0.48 -2.29



ORCA calculation (ωB97M-V with the def2-TZVPD basis set) on a cluster of 2 separate species, C18H18ClN2O5 in total.

Properties
Frontier orbital gap   4.75 eV
HOMO level   -3.107 eV
Net charge   -1
LUMO energy   1.6 eV

Element x y z (Å)
C 1.34 3.30 4.77
O 0.39 3.70 3.78
C -0.30 2.79 3.06
C -1.23 3.35 2.14
C -1.95 2.52 1.31
C -1.87 1.11 1.40
C -2.73 0.30 0.55
C -3.26 -0.93 0.91
C -4.13 -1.65 0.04
N -4.85 -2.24 -0.68
C -3.11 -1.50 2.21
N -3.02 -1.98 3.27
C -0.95 0.58 2.34
C -0.17 1.39 3.15
H 1.71 4.22 5.21
H 0.86 2.68 5.53
H 2.16 2.75 4.30
H -1.34 4.43 2.15
H -2.63 2.97 0.60
H -3.04 0.71 -0.42
H -0.82 -0.50 2.42
H 0.51 0.93 3.87
C -4.59 4.41 -3.92
C -3.23 3.82 -3.70
O -3.41 2.39 -3.58
C -2.27 1.78 -3.19
C -2.32 0.31 -3.26
Cl -0.93 -0.49 -2.86
C -3.46 -0.54 -3.66
O -3.33 -1.71 -4.00
O -4.66 0.07 -3.58
C -5.73 -0.87 -3.85
C -7.00 -0.07 -3.89
O -1.27 2.39 -2.84
H -4.49 5.48 -4.04
H -5.03 3.99 -4.82
H -5.24 4.21 -3.06
H -2.59 4.00 -4.58
H -2.75 4.24 -2.80
H -5.55 -1.36 -4.82
H -5.78 -1.62 -3.05
H -7.84 -0.73 -4.05
H -7.14 0.46 -2.94
H -6.97 0.66 -4.71



ORCA calculation (ωB97M-V with the def2-TZVPD basis set) on a structure of composition C18H18ClO5Ti.

Properties
Spin multiplicity   3
Energy above the lowest of the compared OMol25 structures with the same formula, charge and spin   493.57 kJ/mol
Frontier orbital gap (spin up / spin down)   4.95 / 7.50 eV
HOMO level (spin up / spin down)   -2.562 / -5.120 eV
Net charge   -1
LUMO energy (spin up / spin down)   2.4 / 2.4 eV

Element x y z (Å)
C -2.65 1.42 -2.62
C -2.39 2.72 -1.93
C -0.99 3.04 -2.18
H -3.09 3.28 -1.33
C -0.40 1.98 -2.95
C -1.39 0.97 -3.17
H -1.27 0.08 -3.80
H -3.59 0.90 -2.67
H -0.49 3.93 -1.82
H 0.61 1.95 -3.33
C -1.93 -0.77 2.93
C -2.78 -0.10 2.08
C -2.96 -0.87 0.79
H -3.20 0.89 2.20
C -2.21 -2.14 1.11
C -1.57 -2.04 2.32
H -0.92 -2.77 2.77
H -1.57 -0.43 3.90
H -4.00 -1.04 0.50
H -2.10 -2.91 0.35
Ti -1.56 1.27 -0.96
O 1.87 -0.11 -0.42
C 1.72 0.90 0.76
C 2.97 0.43 0.00
H 1.20 1.86 0.42
H 1.41 0.55 1.74
H 3.42 1.31 -0.44
H 4.67 -0.63 -1.43
C 4.71 -1.11 -0.44
C 3.86 -0.58 0.55
C 3.40 -1.36 1.66
H 2.45 -1.15 2.19
C 4.30 -2.32 2.08
H 4.15 -2.78 3.06
C 5.41 -2.62 1.26
H 6.13 -3.37 1.62
C 5.58 -2.07 -0.02
H 6.40 -2.34 -0.66
O -4.55 1.39 0.28
Cl -5.58 1.53 -0.82
O -5.28 0.46 -1.86
O -5.45 2.89 -1.40
O -2.32 -0.23 -0.34



For reference, strongest force on any atom by record: 1.3; 1.3; 1.3; 5.8; 2.7; 5.1; 3.7; 2.8; 4.2; 6.0 eV/Å.